{"formula": "C19H33F9N3O5", "method": "ωB97M-V/def2-TZVPD", "energy_ha": -2182.3912, "total_charge": 1, "homo_ev": -10.82, "symbols": ["C", "C", "O", "C", "C", "O", "C", "C", "C", "O", "C", "C", "C", "F", "F", "C", "F", "F", "C", "F", "F", "C", "F", "F", "F", "N", "H", "H", "H", "H", "H", "H", "H", "H", "H", "H", "H", "H", "H", "H", "H", "H", "H", "H", "H", "C", "O", "N", "C", "C", "H", "H", "H", "H", "H", "H", "H", "C", "O", "N", "C", "C", "H", "H", "H", "H", "H", "H", "H"], "positions_angstrom": [[-1.046047, 0.512797, 4.325572], [-0.900220, 1.012810, 2.740281], [-2.241223, 1.021356, 2.131771], [-2.295577, 1.836272, 0.908167], [-0.980715, 1.712000, -0.066041], [-1.413002, 1.862648, -1.493981], [-0.245745, 2.060120, -2.371894], [0.076399, 0.815326, -3.388339], [-0.945856, -0.488469, -3.193896], [-0.584062, -1.521342, -4.178591], [0.831903, -1.930521, -4.056166], [1.889152, -0.638852, -4.153123], [3.479001, -1.131971, -3.986470], [3.687910, -1.203003, -2.491165], [3.707339, -2.513118, -4.482418], [4.543322, -0.013489, -4.533015], [3.966187, 1.380124, -4.576618], [5.644815, 0.059469, -3.502158], [5.155846, -0.295168, -6.025720], [5.363663, 1.066069, -6.648621], [4.252374, -1.020575, -6.951865], [6.689104, -0.962624, -5.981463], [7.019235, -1.312639, -7.412490], [7.717124, 0.074484, -5.594187], [6.779612, -2.163026, -5.119054], [1.464196, 0.285004, -2.991690], [-2.187927, 0.389082, 4.564706], [-0.503536, 1.273322, 5.060107], [-0.453402, -0.512632, 4.442067], [-0.313976, 2.020329, 2.627908], [-0.253463, 0.167269, 2.216030], [-3.244067, 1.553581, 0.242505], [-2.418671, 2.987948, 1.183433], [-0.433483, 0.653985, -0.000827], [-0.248326, 2.596669, 0.253335], [0.706493, 2.256737, -1.679831], [-0.325526, 3.039657, -3.049560], [0.064371, 1.124622, -4.539588], [-2.079147, -0.179748, -3.356419], [-0.865621, -0.852433, -2.065828], [1.022268, -2.725358, -4.907899], [1.000836, -2.511951, -3.027090], [1.700216, -0.153402, -5.207229], [2.157024, 1.041209, -2.798985], [1.287710, -0.308656, -2.126153], [1.744992, -1.481539, 5.816592], [0.604489, -1.128184, 6.090058], [2.109110, -2.737762, 5.380266], [3.483560, -3.078532, 5.076601], [1.085967, -3.749771, 5.219779], [2.598319, -0.790071, 5.903793], [3.548198, -3.387398, 4.029366], [3.794171, -3.904501, 5.722914], [4.147190, -2.225091, 5.240849], [0.345340, -3.395494, 4.496592], [0.589990, -3.909935, 6.181813], [1.522899, -4.688999, 4.869649], [-6.108731, 1.913496, 1.258826], [-5.100761, 2.539039, 0.953724], [-6.760133, 1.990425, 2.471598], [-7.950392, 1.216034, 2.756298], [-6.239086, 2.873236, 3.494286], [-6.587333, 1.214176, 0.554703], [-8.770855, 1.901094, 2.988265], [-7.755205, 0.571617, 3.618303], [-8.231550, 0.595748, 1.900764], [-6.225238, 3.896647, 3.107660], [-5.214494, 2.573785, 3.734483], [-6.856954, 2.828068, 4.395311]], "forces_ev_per_a": [[0.759, 0.097, -0.749], [0.628, -1.282, 0.938], [1.644, 1.226, -1.377], [-0.424, 0.650, -1.136], [0.312, -0.132, 0.673], [2.414, 0.340, -0.051], [0.539, 1.006, 0.109], [-2.128, 0.147, 0.208], [-0.088, 0.914, 0.313], [1.921, 1.074, 1.476], [0.097, -1.064, 0.283], [-0.081, -2.279, -0.957], [-0.860, -1.207, 2.381], [-0.621, 0.144, -4.174], [-0.592, 4.808, 1.306], [1.590, 1.647, 1.464], [1.101, -4.603, 0.544], [-3.477, -0.215, -3.794], [0.557, 2.109, -2.503], [-0.702, -4.541, 1.960], [2.811, 2.182, 3.531], [2.607, -0.478, -1.659], [-1.201, 0.949, 5.326], [-4.022, -4.040, -1.055], [-0.329, 4.488, -3.142], [-0.156, -0.970, -1.227], [2.348, 0.282, -0.371], [-1.434, -1.598, -1.583], [-1.754, 2.403, -0.225], [-1.374, -1.619, 0.260], [-1.208, 1.782, 0.828], [2.136, 0.446, 1.840], [0.282, -2.454, -0.510], [-1.116, 2.206, 0.176], [-1.293, -2.002, -1.009], [-1.837, -0.505, -1.472], [-0.300, -2.122, 1.605], [0.272, -0.587, 2.700], [2.649, -0.618, 0.140], [0.000, 0.506, -2.238], [-0.296, 1.965, 1.665], [-0.267, 1.406, -1.974], [0.628, -0.561, 2.340], [-0.586, -0.597, -0.120], [0.735, 0.894, -1.065], [-0.278, -0.764, -0.046], [1.020, -0.700, -0.059], [-0.119, 1.410, 0.368], [-0.198, -0.083, 0.039], [-0.268, 0.150, 0.130], [0.068, -0.100, -0.027], [0.218, -0.035, 0.074], [0.184, 0.059, -0.147], [-0.181, -0.106, 0.006], [-0.052, -0.204, 0.107], [-0.077, -0.108, -0.201], [0.006, 0.241, 0.079], [-0.246, 0.310, 0.992], [-0.759, -0.219, 0.371], [0.612, -0.263, -1.540], [0.102, 0.119, 0.095], [0.292, 0.153, -0.123], [-0.084, -0.011, 0.105], [-0.074, -0.215, 0.015], [-0.212, -0.029, -0.070], [0.112, 0.140, 0.107], [0.073, -0.046, 0.205], [-0.085, 0.168, 0.092], [0.068, -0.062, -0.247]], "lowdin_charge": [-0.077, -0.251, -0.207, -0.174, -0.166, -0.199, -0.138, -0.158, -0.097, -0.159, -0.098, -0.089, -0.118, 0.000, 0.047, -0.080, 0.019, 0.038, -0.081, 0.030, 0.052, -0.117, 0.039, 0.045, 0.061, 0.077, 0.092, 0.093, 0.058, 0.124, 0.110, 0.133, 0.151, 0.127, 0.140, 0.135, 0.161, 0.189, 0.177, 0.155, 0.169, 0.168, 0.192, 0.178, 0.189, -0.311, -0.022, -0.209, -0.066, -0.047, 0.134, 0.086, 0.092, 0.085, 0.089, 0.097, 0.089, -0.304, -0.018, -0.204, -0.063, -0.044, 0.132, 0.091, 0.091, 0.085, 0.095, 0.092, 0.091]}